1.
{"formula": "C26H41BNO6", "method": "ωB97M-V/def2-TZVPD", "elements": ["C", "C", "C", "C", "C", "O", "C", "C", "C", "C", "C", "O", "C", "O", "C", "B", "O", "O", "C", "C", "C", "O", "H", "H", "H", "H", "H", "H", "H", "H", "H", "H", "H", "H", "H", "H", "H", "H", "H", "C", "C", "C", "C", "N", "C", "C", "C", "C", "C", "C", "C", "H", "H", "H", "H", "H", "H", "H", "H", "H", "H", "H", "H", "H", "H", "H", "H", "H", "H", "H", "H", "H", "H", "H", "H"], "positions_angstrom": [[3.509174, -3.258532, 0.439002], [3.027831, -2.378150, -0.268005], [2.601006, -1.365493, -1.353705], [3.559923, -0.728443, -2.137765], [2.995500, 0.301956, -3.203426], [3.535753, 1.384158, -3.363342], [1.678772, -0.164341, -3.974655], [1.549185, 0.130167, -5.512810], [2.999400, -0.107554, -6.198014], [3.809502, 1.242333, -6.453587], [5.347349, 0.917665, -6.081070], [6.187349, 2.088502, -6.047803], [5.993873, 2.847494, -4.879628], [6.513324, 2.637632, -3.805431], [0.729794, -0.796698, -3.181090], [-0.682666, -1.289089, -3.782244], [-0.807305, -2.456486, -4.587150], [-1.855965, -0.543768, -3.452630], [-1.837500, 0.747986, -4.109186], [-1.807148, 1.976661, -3.101734], [1.065682, -1.031583, -1.640811], [0.239344, -0.929454, -0.750131], [4.213435, -3.937134, 0.995781], [4.657944, -0.907308, -1.982958], [0.839745, -0.546737, -6.069781], [1.245790, 1.215676, -5.685877], [3.610354, -0.895374, -5.660588], [2.780254, -0.545721, -7.230836], [3.401571, 2.111450, -5.851934], [3.817262, 1.512704, -7.559434], [5.398750, 0.292350, -5.125673], [5.731701, 0.234449, -6.906887], [5.254540, 3.717084, -4.931847], [-1.783663, -2.591252, -4.638256], [-2.791372, 0.804206, -4.730613], [-0.969253, 0.863595, -4.834886], [-1.322118, 2.852841, -3.653003], [-1.159657, 1.796831, -2.187570], [-2.854827, 2.320183, -2.812029], [-1.528758, 1.616625, 1.788883], [-1.501825, 0.122671, 2.087700], [-2.840078, -0.429014, 2.573400], [-3.408899, 0.084830, 3.889858], [-2.676005, -0.301343, 5.176732], [-1.527067, 0.637860, 5.524153], [-2.180217, 1.914710, 6.029419], [-3.530007, 1.497499, 6.603809], [-3.635196, 0.003440, 6.357403], [-2.326831, -1.791556, 5.241052], [-0.924761, -2.174075, 4.746668], [-0.934776, -3.263394, 3.676399], [-1.782412, 2.204382, 2.675605], [-0.546027, 1.943511, 1.443434], [-2.252842, 1.842305, 1.002829], [-0.695086, -0.092346, 2.788968], [-1.235219, -0.402626, 1.165065], [-2.809178, -1.519514, 2.587766], [-3.583410, -0.193976, 1.802228], [-4.413347, -0.335460, 3.988758], [-3.516155, 1.170446, 3.872243], [-0.949230, 0.160479, 6.318721], [-0.898003, 0.810002, 4.655121], [-2.327877, 2.623125, 5.210603], [-1.554342, 2.416878, 6.768042], [-4.340806, 2.033723, 6.106368], [-3.605111, 1.723135, 7.668469], [-4.638644, -0.344602, 6.111858], [-3.266084, -0.536593, 7.231495], [-3.127606, -2.328085, 4.727345], [-2.381155, -2.078234, 6.292868], [-0.373641, -2.575466, 5.603083], [-0.333833, -1.330107, 4.395759], [-1.643279, -4.059373, 3.918346], [0.056940, -3.710276, 3.586233], [-1.191876, -2.862401, 2.694908]], "forces_ev_per_angstrom": [[0.58, 1.04, -0.70], [0.05, 0.16, -0.82], [1.14, -0.29, -0.01], [-2.24, -0.57, 0.70], [0.28, -0.14, 0.09], [-0.88, -1.65, -0.01], [-0.65, -0.55, 1.30], [1.50, 0.07, 0.19], [-0.92, 0.49, -1.33], [1.19, -0.64, 0.23], [-1.10, -0.98, -0.54], [-0.62, 0.27, 1.41], [-0.21, 0.16, 1.48], [-0.44, -0.14, -2.17], [1.70, 0.34, -0.51], [-0.93, -0.51, -0.03], [-0.71, 1.96, 1.81], [1.48, -0.43, -1.01], [-0.59, 1.28, -0.12], [0.20, 0.44, -0.52], [0.44, 0.19, -0.42], [1.16, -0.39, -1.30], [-1.57, 1.04, -0.81], [-1.27, 0.52, -0.27], [0.40, 0.65, 1.16], [0.36, -1.38, 0.25], [-0.72, 0.99, -0.37], [0.34, 0.41, 1.42], [0.54, -1.12, -0.63], [-0.26, -0.24, 1.46], [0.06, 1.19, -0.98], [-0.22, 1.06, 1.02], [0.87, -0.97, -0.67], [0.89, -0.03, -0.31], [1.26, -0.04, 0.73], [-0.93, -0.35, 0.91], [-0.71, -1.08, 0.69], [-0.90, -0.05, -1.08], [1.41, -0.66, -0.19], [0.10, -0.05, 0.03], [0.04, 0.06, -0.25], [0.27, -0.14, -0.10], [-0.07, -0.18, -0.16], [-0.61, 0.01, 0.94], [0.02, -0.11, -0.19], [0.12, 0.39, -0.26], [-0.55, 0.26, 0.02], [0.18, -0.05, -0.17], [0.28, 0.40, 0.07], [0.18, -0.55, -0.04], [0.06, 0.02, -0.22], [-0.01, 0.09, -0.05], [-0.10, 0.04, 0.02], [0.00, 0.03, 0.07], [0.02, -0.09, 0.02], [-0.02, -0.01, 0.15], [0.00, -0.01, 0.09], [-0.07, 0.08, 0.21], [0.12, 0.04, 0.15], [0.15, -0.05, 0.18], [-0.06, -0.11, -0.17], [-0.02, -0.17, 0.05], [0.12, -0.06, 0.07], [0.05, -0.14, -0.11], [0.05, -0.04, 0.09], [-0.06, -0.13, -0.09], [0.17, -0.07, -0.01], [0.04, -0.09, -0.27], [0.12, 0.14, -0.10], [-0.18, 0.23, -0.11], [-0.08, 0.17, -0.02], [-0.18, 0.08, 0.02], [0.08, 0.03, 0.02], [-0.10, 0.02, 0.01], [-0.02, -0.06, 0.02]], "homo_energy_ev": -11.423, "fmax_ev_per_a": 2.765, "total_energy_ev": -42068.9029, "total_charge": 1}



2.
{"formula": "C23H50BrNO9P3", "method": "ωB97M-V/def2-TZVPD", "elements": ["C", "C", "C", "C", "C", "N", "C", "P", "O", "P", "O", "Br", "C", "C", "C", "C", "C", "P", "C", "C", "O", "C", "C", "H", "H", "H", "H", "H", "H", "H", "H", "H", "H", "H", "H", "H", "H", "H", "H", "H", "H", "H", "H", "H", "H", "H", "H", "H", "H", "H", "H", "H", "H", "H", "H", "H", "H", "C", "C", "O", "C", "O", "O", "C", "H", "H", "H", "H", "H", "H", "H", "H", "C", "C", "O", "C", "O", "O", "C", "H", "H", "H", "H", "H", "H", "H", "H"], "positions_angstrom": [[3.689507, 4.425351, 1.584337], [2.850989, 4.179975, 0.328297], [2.492960, 2.707778, 0.164398], [3.775600, 1.918928, -0.187618], [1.493662, 2.387969, -0.963981], [0.468280, 3.448682, -1.275847], [-0.957722, 3.357158, -0.743334], [-1.843016, 4.324229, -2.069073], [-1.582938, 3.732665, -3.399505], [-1.382970, 4.414805, 0.840102], [-0.522471, 5.775599, 0.362599], [-0.043001, 3.752024, 2.487968], [-1.457781, 1.895430, -0.551225], [-2.188838, 1.301303, -1.767639], [-2.774223, -0.136020, -1.731964], [-2.024508, -1.255638, -0.999792], [-4.244286, -0.165087, -1.277648], [-2.543388, 2.112577, 0.992870], [-2.522086, 0.602073, 1.995184], [-4.244126, 2.579284, 0.553690], [-0.399398, 1.108658, -0.039881], [0.799729, 1.026418, -0.792733], [0.692655, 0.293775, -2.140893], [3.866669, 5.487757, 1.737301], [3.206727, 4.004999, 2.465000], [4.668619, 3.955972, 1.496163], [3.437485, 4.518501, -0.529433], [1.966113, 4.806951, 0.428227], [2.132533, 2.287575, 1.103355], [3.526382, 0.950819, -0.623565], [4.335096, 2.466685, -0.947044], [4.391763, 1.758873, 0.690731], [2.088963, 2.290947, -1.871594], [0.812670, 4.383385, -1.043846], [0.378334, 3.455667, -2.303765], [-3.177362, 4.451024, -1.662275], [-1.283497, 5.602145, -1.950344], [0.429314, 5.760433, 0.508401], [-1.540460, 1.390203, -2.639861], [-3.027333, 1.959371, -2.007192], [-2.814942, -0.439785, -2.781123], [-2.699821, -2.107689, -0.908923], [-1.710541, -0.996324, 0.005443], [-1.155742, -1.635919, -1.534078], [-4.804982, 0.649435, -1.735234], [-4.684471, -1.101937, -1.613112], [-4.342849, -0.116708, -0.195811], [-1.582106, 0.082507, 1.831487], [-3.354536, -0.082437, 1.845322], [-2.528526, 0.922369, 3.037281], [-4.538070, 3.385744, 1.225695], [-4.940199, 1.754655, 0.692052], [-4.362539, 2.939175, -0.465189], [1.478528, 0.455645, -0.163053], [-0.268744, -0.164295, -2.322102], [1.430823, -0.507541, -2.177922], [0.902892, 0.932801, -3.000611], [-0.126397, -0.813688, 4.487948], [-0.127881, -2.214033, 3.911510], [-0.036871, -3.209890, 4.933463], [-1.181215, -3.453661, 5.578652], [-2.241711, -2.932978, 5.346160], [-0.945699, -4.372429, 6.504636], [-2.079055, -4.710544, 7.313745], [0.746977, -0.662913, 5.123000], [-0.106667, -0.075427, 3.684329], [-1.015897, -0.639007, 5.092204], [0.747356, -2.371370, 3.283101], [-1.015677, -2.394645, 3.303999], [-2.927063, -4.990293, 6.693693], [-2.347219, -3.872442, 7.954134], [-1.770296, -5.554484, 7.921832], [4.082257, -6.458546, -2.549630], [4.233202, -4.974501, -2.799083], [3.693019, -4.588312, -4.074504], [2.370872, -4.469600, -4.125695], [1.605977, -4.615711, -3.206036], [2.031658, -4.153490, -5.374135], [0.623533, -4.063707, -5.604364], [4.520374, -7.026977, -3.370113], [4.586376, -6.735363, -1.624079], [3.032686, -6.736487, -2.466359], [5.284605, -4.699193, -2.849473], [3.764528, -4.385814, -2.010522], [0.155219, -3.389316, -4.890334], [0.165662, -5.048649, -5.535250], [0.508527, -3.675470, -6.611524]], "forces_ev_per_angstrom": [[0.18, -0.13, -0.12], [0.32, -0.06, 0.46], [0.28, -0.30, -0.20], [-0.44, 0.11, -0.17], [0.37, -0.23, 0.44], [-0.43, -0.14, -0.48], [-0.13, 0.50, 0.57], [0.00, -0.11, -0.53], [0.24, -0.07, -0.20], [-0.27, 0.07, -0.16], [0.24, -0.32, -0.14], [0.31, 0.05, 0.10], [-0.91, -0.39, -0.02], [0.44, -0.22, -0.30], [-0.34, -0.14, 0.15], [-0.02, -0.27, 0.00], [0.31, 0.06, -0.23], [0.56, 0.56, 0.18], [-0.13, -0.13, 0.12], [-0.34, -0.32, 0.09], [0.24, 0.17, 0.07], [0.18, -0.07, -0.49], [0.17, -0.19, -0.29], [-0.09, 0.03, 0.06], [-0.09, 0.09, 0.07], [0.01, -0.03, -0.03], [-0.23, 0.08, -0.20], [-0.12, 0.06, -0.09], [-0.34, 0.27, 0.08], [0.10, -0.13, 0.14], [0.16, -0.01, 0.04], [0.11, -0.01, -0.02], [-0.06, 0.35, -0.12], [0.18, -0.02, 0.18], [-0.10, -0.10, -0.05], [0.01, -0.02, 0.18], [-0.18, 0.10, 0.29], [0.10, 0.27, 0.24], [-0.07, 0.07, 0.03], [-0.02, 0.09, 0.04], [0.09, 0.12, -0.08], [-0.03, -0.01, -0.01], [0.00, 0.11, 0.04], [0.01, 0.07, 0.04], [-0.12, 0.02, 0.07], [-0.11, -0.04, 0.09], [-0.04, 0.00, 0.07], [0.04, 0.01, -0.05], [-0.02, 0.00, -0.16], [-0.05, 0.02, 0.03], [0.05, 0.07, 0.01], [-0.02, -0.01, -0.04], [0.11, -0.02, -0.07], [-0.20, -0.09, 0.18], [0.09, 0.01, 0.16], [0.05, 0.00, 0.02], [-0.08, 0.14, 0.03], [-0.03, 0.01, 0.16], [0.04, 0.19, -0.27], [0.01, -0.01, 0.01], [0.04, -0.08, -0.01], [-0.08, 0.06, 0.00], [0.01, -0.01, 0.03], [-0.06, -0.10, 0.10], [0.04, 0.01, -0.06], [0.06, 0.00, -0.01], [-0.03, -0.02, -0.04], [0.05, -0.08, 0.08], [-0.05, -0.01, 0.07], [-0.01, 0.05, -0.03], [-0.04, 0.03, -0.04], [0.07, 0.01, -0.02], [-0.13, -0.05, -0.13], [0.18, -0.08, 0.25], [0.03, 0.06, -0.03], [0.06, -0.07, -0.03], [-0.07, 0.08, 0.06], [-0.03, 0.04, -0.03], [-0.07, 0.03, -0.10], [0.07, 0.01, 0.03], [0.02, 0.01, 0.00], [-0.01, 0.03, 0.04], [-0.01, 0.03, -0.11], [-0.10, -0.01, -0.05], [0.00, -0.03, 0.05], [-0.02, 0.00, 0.07], [0.06, -0.01, -0.01]], "homo_energy_ev": -10.970, "fmax_ev_per_a": 0.993, "total_energy_ev": -142482.7977, "total_charge": 1}